# 1
68
Properties=species:S:1:pos:R:3 method="wB97M-V/def2-TZVPD" charge=+1 de_lowest_ev=0.085 orbital_gap_ev=5.66 e_homo_ev=-10.3424
H 0.40 4.33 3.58
H -1.07 4.27 -0.71
H -1.71 1.67 0.79
C -2.97 -2.17 0.36
C -3.42 -3.21 1.15
C 1.19 -0.61 -5.49
H 2.65 0.15 -6.85
N -0.59 -1.50 -2.33
C 2.31 -0.69 4.23
H -3.08 -1.15 0.70
H 0.57 1.84 3.15
H -2.27 4.11 0.58
H 2.18 4.46 1.77
C -1.76 3.57 -0.22
C -1.91 -1.27 -1.72
H 1.48 -1.50 -2.08
H -0.32 -2.77 4.59
H 3.20 2.10 -5.45
H 0.96 -1.47 -6.09
C 0.53 -0.43 -4.28
H -1.32 4.26 3.23
C -2.27 -3.72 -1.31
C 0.53 -1.64 -0.18
N 0.04 2.77 1.33
C -0.50 -1.40 -3.80
H -2.66 -1.06 -2.49
C 0.44 -2.18 4.10
H -1.48 -1.12 -4.21
C -0.48 3.68 3.60
C 1.80 1.58 -3.93
H -1.83 -3.90 -2.27
H -2.51 3.29 -0.96
H -0.16 -2.77 2.15
H 2.98 -0.09 4.83
H 2.05 2.42 -3.30
C 2.14 0.30 -5.91
C 1.32 -1.43 4.86
H -3.63 -5.33 1.32
H 2.53 -1.06 0.19
H -0.68 3.43 4.64
C -2.71 -4.76 -0.52
C 2.45 1.40 -5.13
H -1.85 -0.36 -1.11
H -2.60 -5.78 -0.87
C 2.43 -0.71 2.86
H -0.42 -1.82 0.29
H 0.32 0.83 -2.58
C 0.54 -1.58 -1.56
C 1.53 -1.44 2.07
H 1.24 -1.42 5.93
C 0.53 -2.18 2.73
C -2.39 -2.41 -0.87
H 1.69 1.54 0.93
C 1.45 2.61 0.92
H 1.52 2.92 -0.13
H -1.14 1.79 2.80
H -3.87 -3.01 2.10
H -0.29 -2.40 -4.19
H -0.53 1.82 -0.48
C -0.25 2.44 2.76
C 0.84 0.68 -3.52
C -3.28 -4.51 0.71
H 3.46 3.30 1.38
C -1.02 2.37 0.32
C 1.61 -1.40 0.64
H 3.19 -0.12 2.38
H 2.44 3.05 2.79
C 2.44 3.39 1.76

---

# 2
85
Properties=species:S:1:pos:R:3 method="wB97M-V/def2-TZVPD" spin_multiplicity=2 orbital_gap_ev="8.83 / 8.17" e_homo_ev="-8.2714 / -8.2682"
H -1.14 1.93 3.35
O 1.50 4.08 2.38
H 0.07 -0.46 -2.03
H -2.34 4.72 0.74
H 2.63 2.62 0.54
O 5.20 -2.06 5.81
C -5.18 3.25 -1.33
H 3.51 -0.98 2.50
H 0.99 1.54 2.66
C 2.10 3.36 -0.19
H -4.34 0.40 -1.21
H -2.63 2.51 2.36
O 2.65 -4.77 -4.75
O -0.89 -4.08 -1.91
H 1.92 -1.98 1.06
C -4.42 2.41 -0.14
H -1.45 2.92 -0.64
H -4.95 4.40 -1.12
H -2.06 -5.56 -3.82
H -4.87 2.97 -2.42
H -3.57 0.67 1.70
C -0.89 3.95 2.33
H -3.39 -0.81 0.55
H 1.07 5.45 -1.15
H 2.20 2.93 -1.27
C 0.87 -1.84 1.56
H 0.84 -2.05 -2.13
C 4.25 -1.93 4.85
H 2.68 4.40 -0.09
O -1.56 0.23 0.82
C 0.63 0.94 1.72
N 0.40 4.22 1.63
C -2.88 -4.90 -3.50
H -0.44 4.53 -1.77
H 0.05 3.50 4.48
H 0.00 -4.71 -4.33
H 0.55 -3.13 -5.01
C 5.27 -3.37 6.38
H 4.33 -3.63 6.87
H -1.86 6.06 1.99
H 4.74 -5.16 -6.39
H 0.03 1.81 -1.02
O 2.78 -5.71 -6.84
O 4.29 -0.65 4.40
H 4.53 -6.57 -7.45
H -3.70 -5.00 -4.22
C 0.38 -0.62 2.27
O -2.46 -3.54 -3.49
C -2.16 4.93 1.88
C 0.07 4.93 -0.78
H -3.25 -5.20 -2.52
C -3.00 0.31 0.71
H -0.89 -3.94 -5.66
C -3.56 1.11 -0.65
H -3.14 4.69 2.49
H 6.07 -3.36 7.13
O 0.88 -4.79 -6.22
H -6.35 3.13 -1.17
C 3.33 -0.36 3.38
H -0.25 -0.69 3.27
H -0.55 5.76 -0.24
C 0.51 3.68 0.24
C -0.48 2.43 -0.14
H -1.70 4.18 4.47
H -3.71 3.05 0.55
C -1.46 2.41 2.31
H 2.31 -0.50 3.75
O 3.49 -2.80 4.46
H 4.19 -6.74 -5.72
H -0.35 -1.69 -0.83
H 0.13 -2.77 1.56
C -0.86 1.45 1.14
C 2.16 -5.06 -5.83
H 3.45 0.69 3.09
H -2.72 1.34 -1.43
H -5.28 1.99 0.57
H -0.24 5.41 4.11
C -1.44 -3.28 -2.64
C 0.10 -4.10 -5.24
C 4.13 -6.06 -6.57
C -0.09 -1.53 -1.88
H 1.43 0.84 0.86
C -0.64 4.32 3.95
O -1.15 -1.95 -2.73
H 5.53 -4.11 5.61

---

Total energy (Ha)
-1236.49278, -1863.36103